82
Properties=species:S:1:pos:R:3:forces:R:3 method="wB97M-V/def2-TZVPD" total_energy_ha=-12068.357714 homo_ev=-7.10 homo_lumo_gap_ev=6.5480 e_above_lowest_kj_mol=0.0 lumo_ha=-0.0201
Pb -0.223 0.490 1.783 -0.28 -0.24 -0.22
Se -1.239 -1.239 5.090 0.46 -0.32 0.71
Sb -2.540 0.907 5.034 -0.40 0.34 -0.13
Se -1.095 2.372 3.620 0.14 0.17 -0.07
Se -2.148 -1.852 2.989 -0.09 0.24 0.27
Se -3.980 -0.314 3.217 0.45 -0.23 -0.07
C 3.551 2.604 1.953 0.02 0.09 -0.02
C 3.890 1.294 1.307 -0.03 -0.08 -0.09
C 5.046 0.595 1.630 -0.03 0.07 0.04
C 5.307 -0.646 1.070 0.09 -0.06 0.02
C 4.415 -1.200 0.167 -0.01 -0.02 -0.03
C 3.252 -0.529 -0.200 0.09 0.19 -0.01
C 2.295 -1.123 -1.193 0.05 0.01 -0.08
C 3.013 0.722 0.381 0.11 -0.18 -0.01
N 1.778 1.380 0.144 0.12 0.09 0.12
C 1.567 2.076 -0.894 -0.03 -0.17 0.03
C 2.569 2.308 -1.982 0.02 0.02 -0.06
C 0.202 2.715 -1.019 -0.20 -0.02 0.23
C -0.066 3.601 -2.198 0.01 0.01 -0.03
N -0.633 2.467 -0.093 -0.01 0.01 -0.13
C -1.921 3.080 -0.065 -0.16 0.00 -0.01
C -2.043 4.342 0.526 -0.08 -0.11 -0.09
C -0.840 5.088 1.026 0.03 0.06 -0.02
C -3.318 4.882 0.650 0.08 0.06 0.01
C -4.431 4.195 0.200 -0.11 0.03 0.00
C -4.285 2.955 -0.398 0.01 -0.03 0.02
C -3.031 2.371 -0.542 0.13 0.17 0.12
C -2.879 1.037 -1.209 -0.05 -0.01 -0.12
H 4.308 2.879 2.687 -0.01 0.00 0.00
H 2.586 2.546 2.462 0.02 -0.01 -0.01
H 3.487 3.412 1.219 -0.01 -0.02 0.02
H 5.739 1.024 2.345 -0.01 0.00 -0.02
H 6.210 -1.182 1.337 -0.03 0.02 -0.01
H 4.620 -2.171 -0.272 -0.01 0.02 0.01
H 2.582 -2.147 -1.432 0.00 0.01 0.00
H 2.294 -0.556 -2.130 0.01 -0.02 0.03
H 1.268 -1.144 -0.830 -0.08 -0.01 0.00
H 3.512 1.815 -1.756 -0.03 0.02 0.00
H 2.748 3.377 -2.109 0.01 0.02 -0.01
H 2.192 1.931 -2.935 0.00 0.00 0.00
H 0.075 3.045 -3.127 0.00 0.01 0.01
H 0.632 4.439 -2.214 0.00 0.01 -0.01
H -1.082 3.988 -2.168 0.01 -0.01 0.01
H -0.042 5.123 0.282 0.00 0.02 0.01
H -0.434 4.616 1.923 0.02 -0.03 0.01
H -1.108 6.114 1.275 0.00 -0.02 0.02
H -3.432 5.855 1.114 0.01 -0.03 -0.01
H -5.417 4.628 0.316 0.03 -0.01 -0.01
H -5.156 2.418 -0.753 0.03 0.01 0.00
H -3.854 0.581 -1.375 0.01 0.02 0.00
H -2.286 0.334 -0.631 0.11 -0.10 0.07
H -2.390 1.136 -2.184 0.02 -0.02 0.03
C -3.866 -4.795 -5.302 -0.03 0.00 -0.06
C -3.301 -4.276 -4.010 0.03 0.02 0.08
C -2.007 -4.604 -3.613 -0.04 0.02 0.00
C -1.503 -4.166 -2.399 0.12 -0.10 -0.04
C -2.290 -3.390 -1.565 0.12 0.06 0.07
C -3.579 -3.049 -1.943 -0.06 0.05 0.04
C -4.075 -3.490 -3.159 0.00 -0.02 -0.02
S -1.609 -2.797 -0.032 -0.33 -0.04 -0.12
O -2.788 -2.511 0.797 -0.36 -0.06 -0.60
O -0.756 -3.839 0.495 0.15 -0.22 0.07
O -0.869 -1.578 -0.359 0.15 0.40 -0.07
H -3.078 -4.993 -6.029 0.00 0.00 0.00
H -4.566 -4.082 -5.742 0.01 -0.01 0.00
H -4.409 -5.729 -5.141 0.01 0.01 0.00
H -1.390 -5.218 -4.259 -0.01 0.01 0.00
H -0.502 -4.442 -2.085 -0.05 0.03 0.00
H -4.188 -2.455 -1.273 0.03 -0.02 -0.02
H -5.087 -3.228 -3.449 0.02 -0.01 0.00
C 3.407 -3.131 3.788 0.04 0.01 -0.01
N 2.553 -2.162 3.114 -0.06 0.07 0.09
C 1.682 -2.645 2.053 -0.11 0.03 -0.03
C 2.556 -0.895 3.510 0.12 0.16 0.00
O 1.861 0.031 3.073 -0.01 -0.33 0.02
H 2.942 -4.112 3.730 -0.04 0.01 0.02
H 3.519 -2.876 4.840 0.04 0.03 -0.04
H 4.393 -3.186 3.319 -0.02 -0.01 -0.02
H 2.150 -3.489 1.551 0.02 -0.01 0.03
H 1.524 -1.871 1.307 -0.08 0.01 0.07
H 0.719 -2.974 2.447 -0.01 0.00 -0.05
H 3.296 -0.689 4.296 -0.10 -0.01 0.03